Entry 1:
Formula: C20H19N3O3S
Source: OMol25
Level of theory: ωB97M-V/def2-TZVPD

Structure (XYZ):
```
46
Properties=species:S:1:pos:R:3
C -0.711 -4.830 6.402
O 0.107 -3.830 5.842
C -0.155 -3.397 4.585
C -1.187 -3.869 3.776
C -1.360 -3.354 2.507
C -0.512 -2.361 2.023
C -0.690 -1.821 0.701
N 0.016 -0.894 0.127
N -0.491 -0.700 -1.104
C -1.497 -1.515 -1.223
S -2.536 -1.679 -2.582
C -1.937 -0.218 -3.493
C -2.034 0.992 -2.563
O -3.059 1.182 -1.935
N -0.977 1.823 -2.502
C -1.009 2.878 -1.506
C 0.274 2.843 -0.678
C 1.398 3.175 -1.606
C 2.412 4.068 -1.300
C 3.382 4.372 -2.239
C 3.331 3.796 -3.497
C 2.316 2.908 -3.811
C 1.349 2.592 -2.869
C 0.292 1.565 -3.165
O -1.683 -2.266 -0.123
C 0.523 -1.886 2.834
C 0.697 -2.399 4.096
H -1.752 -4.501 6.480
H -0.664 -5.758 5.824
H -0.315 -5.008 7.401
H -1.859 -4.637 4.125
H -2.161 -3.721 1.883
H -2.632 -0.095 -4.324
H -0.941 -0.439 -3.859
H -1.894 2.711 -0.889
H -1.103 3.850 -2.005
H 0.215 3.555 0.146
H 0.402 1.838 -0.267
H 2.441 4.525 -0.321
H 4.173 5.065 -1.994
H 4.081 4.039 -4.235
H 2.278 2.459 -4.793
H 0.675 0.597 -2.807
H 0.136 1.510 -4.248
H 1.174 -1.118 2.449
H 1.488 -2.047 4.738
```

The calculation puts the HOMO-LUMO gap at 0.3204 Ha. For the energy relative to the best compared isomer or geometry (same formula, charge and spin), the calculation gives 52.54 kcal per mole. As for the multiplicity: 1. As for the total energy: -1561.70388 Ha. Its largest force on an atom is 1.66 eV/Å.

Entry 2:
Formula: C20H19N3O5S2
Source: OMol25
Level of theory: ωB97M-V/def2-TZVPD

Structure (XYZ):
```
49
Properties=species:S:1:pos:R:3
C 2.045 -0.682 3.429
C 3.144 -1.188 2.514
O 2.588 -1.371 1.213
C 3.395 -1.897 0.291
O 4.539 -2.221 0.511
C 2.754 -2.044 -1.031
C 3.478 -2.635 -2.062
N 3.003 -2.808 -3.280
C 1.765 -2.377 -3.488
S 1.086 -2.564 -5.069
C 2.469 -3.382 -5.916
N 0.975 -1.797 -2.594
C 1.441 -1.624 -1.370
O 0.693 -1.079 -0.424
C -0.578 -0.572 -0.610
C -1.073 -0.053 -1.797
C -2.352 0.483 -1.806
C -3.129 0.516 -0.665
C -2.621 0.008 0.529
N -3.396 0.047 1.684
S -4.217 1.460 2.107
O -5.273 1.698 1.175
O -4.531 1.294 3.494
C -2.935 2.691 1.900
C -2.919 3.487 0.773
C -1.869 4.373 0.591
C -0.856 4.447 1.534
C -0.889 3.646 2.666
C -1.935 2.757 2.850
C -1.342 -0.531 0.551
H 2.450 -0.496 4.420
H 1.628 0.240 3.032
H 1.251 -1.421 3.503
H 3.553 -2.143 2.865
H 3.971 -0.471 2.448
H 4.487 -2.981 -1.881
H 2.150 -3.548 -6.939
H 3.338 -2.734 -5.882
H 2.682 -4.322 -5.420
H -0.483 -0.079 -2.696
H -2.747 0.878 -2.729
H -4.128 0.919 -0.676
H -2.981 -0.386 2.495
H -3.729 3.409 0.066
H -1.842 5.003 -0.284
H -0.039 5.137 1.390
H -0.102 3.715 3.401
H -1.999 2.129 3.724
H -0.923 -0.932 1.462
```

The calculation puts the HOMO-LUMO gap at 0.3282 Ha. For the energy relative to the best compared isomer or geometry (same formula, charge and spin), the calculation gives 0.00 kcal per mole. As for the multiplicity: 1. As for the total energy: -2110.39327 Ha. Its largest force on an atom is 1.12 eV/Å.

Entry 3:
Formula: C20H19N5O3
Source: OMol25
Level of theory: ωB97M-V/def2-TZVPD

Structure (XYZ):
```
47
Properties=species:S:1:pos:R:3
C 2.074 -0.969 -5.868
O 3.317 -0.955 -5.176
C 3.159 -1.332 -3.852
C 2.677 -2.632 -3.482
C 2.541 -2.965 -2.148
C 2.817 -2.033 -1.165
C 2.617 -2.396 0.282
C 1.158 -2.431 0.589
N 0.503 -3.687 0.697
N -0.719 -3.774 1.092
C -1.424 -2.603 1.366
N -2.679 -2.431 1.615
C -2.892 -1.067 1.763
O -4.060 -0.495 2.095
C -5.122 -1.403 2.291
C -1.680 -0.373 1.563
C -1.404 1.101 1.644
C -2.147 2.008 2.433
C -1.803 3.372 2.484
C -0.729 3.905 1.746
O -0.336 5.212 1.774
C -1.069 6.093 2.654
C 0.029 3.010 0.980
C -0.324 1.679 0.919
N -0.751 -1.378 1.333
N 0.570 -1.302 0.904
C 3.249 -0.766 -1.542
C 3.470 -0.432 -2.861
H 1.706 -2.005 -5.984
H 2.143 -0.485 -6.843
H 1.344 -0.361 -5.306
H 2.450 -3.337 -4.267
H 2.258 -3.987 -1.859
H 3.146 -1.691 0.911
H 2.968 -3.414 0.467
H -5.288 -2.005 1.429
H -4.936 -2.150 3.107
H -6.028 -0.866 2.566
H -3.023 1.616 2.984
H -2.482 3.954 3.063
H -0.641 7.094 2.723
H -1.016 5.673 3.682
H -2.157 6.147 2.336
H 0.943 3.339 0.472
H 0.250 1.007 0.310
H 3.477 -0.031 -0.777
H 3.843 0.547 -3.144
```

The calculation puts the HOMO-LUMO gap at 0.2656 Ha. For the energy relative to the best compared isomer or geometry (same formula, charge and spin), the calculation gives 121.59 kcal per mole. As for the multiplicity: 1. As for the total energy: -1272.91464 Ha. Its largest force on an atom is 3.19 eV/Å.

Entry 4:
Formula: C20H20B3F3N3O10P
Source: OMol25
Level of theory: ωB97M-V/def2-TZVPD

Structure (XYZ):
```
60
Properties=species:S:1:pos:R:3
C 1.946 -3.581 1.387
P 1.028 -2.541 0.208
O 0.783 -1.151 1.082
B -0.644 -3.414 -0.049
O -0.740 -4.792 -0.022
B -1.951 -5.209 0.465
O -3.058 -4.543 -0.051
B -2.864 -3.222 0.233
C -3.890 -2.502 1.244
F -3.547 -1.307 1.609
F -3.946 -3.243 2.351
F -5.120 -2.473 0.765
O -1.773 -2.624 -0.297
H 1.357 -3.750 2.272
H 2.104 -4.545 0.942
H 2.883 -3.120 1.640
H 0.368 -0.503 0.498
H -2.060 -6.003 1.334
C 3.928 3.508 -0.541
C 4.183 2.240 -1.045
C 4.153 1.143 -0.200
C 3.864 1.333 1.138
C 3.613 2.589 1.657
C 3.646 3.682 0.807
N 3.811 0.166 2.032
O 4.056 -0.923 1.548
O 3.519 0.358 3.196
H 3.947 4.363 -1.203
H 4.404 2.110 -2.094
H 4.351 0.154 -0.587
H 3.392 2.720 2.705
H 3.450 4.671 1.198
C 7.163 8.814 -3.346
C 5.874 8.329 -3.523
C 5.628 6.969 -3.442
C 6.681 6.113 -3.180
C 7.970 6.578 -3.007
C 8.209 7.939 -3.092
N 6.421 4.669 -3.071
O 5.276 4.286 -3.245
O 7.358 3.944 -2.810
H 7.352 9.877 -3.406
H 5.061 9.012 -3.723
H 4.627 6.589 -3.580
H 8.782 5.895 -2.806
H 9.213 8.317 -2.957
C -7.519 -4.322 1.260
C -8.144 -5.170 0.356
C -9.475 -5.510 0.529
C -10.164 -4.990 1.608
C -9.557 -4.149 2.520
C -8.224 -3.815 2.342
N -11.585 -5.333 1.784
O -12.085 -6.092 0.976
O -12.172 -4.836 2.726
H -6.483 -4.055 1.121
H -7.593 -5.565 -0.486
H -9.963 -6.170 -0.172
H -10.108 -3.754 3.360
H -7.736 -3.157 3.047
```

The calculation puts the HOMO-LUMO gap at 0.2731 Ha. For the energy relative to the best compared isomer or geometry (same formula, charge and spin), the calculation gives 23.98 kcal per mole. As for the multiplicity: 1. As for the total energy: -2406.29626 Ha. Its largest force on an atom is 2.20 eV/Å.

Entry 5:
Formula: C20H20BF4N2Sr
Source: OMol25
Level of theory: ωB97M-V/def2-TZVPD

Structure (XYZ):
```
48
Properties=species:S:1:pos:R:3
Sr 0.650 0.663 0.359
C 4.621 -1.164 -1.761
C 5.270 -1.860 -0.750
C 4.615 -2.086 0.444
C 3.304 -1.628 0.622
N 2.698 -0.935 -0.359
C 3.341 -0.711 -1.504
C 2.549 -1.859 1.892
C 2.885 -2.986 2.651
C 2.240 -3.235 3.851
C 1.261 -2.350 4.282
C 0.930 -1.250 3.499
C 1.544 -0.946 2.272
H 5.096 -0.953 -2.709
H 6.287 -2.207 -0.888
H 5.119 -2.590 1.256
H 2.805 -0.126 -2.243
H 3.626 -3.694 2.297
H 2.487 -4.113 4.436
H 0.745 -2.529 5.220
H 0.141 -0.600 3.873
F 2.062 2.146 -1.138
B 1.778 3.458 -0.587
F 1.126 4.226 -1.523
F 2.939 4.030 -0.126
F 0.888 3.177 0.522
C -3.702 2.658 0.017
N -3.778 2.466 -1.419
C -3.761 3.745 -2.100
C -2.678 1.624 -1.892
C -2.713 0.219 -1.331
C -3.827 -0.563 -1.638
C -3.932 -1.861 -1.163
C -2.911 -2.374 -0.375
C -1.812 -1.576 -0.076
C -1.657 -0.252 -0.531
H -4.553 3.253 0.354
H -2.774 3.177 0.318
H -3.726 1.692 0.520
H -4.601 4.357 -1.765
H -3.856 3.591 -3.176
H -2.829 4.309 -1.918
H -1.704 2.083 -1.647
H -2.752 1.592 -2.984
H -4.623 -0.142 -2.246
H -4.800 -2.465 -1.404
H -2.974 -3.388 0.008
H -1.040 -2.020 0.558
```

The calculation puts the HOMO-LUMO gap at 0.2748 Ha. For the energy relative to the best compared isomer or geometry (same formula, charge and spin), the calculation gives 0.00 kcal per mole. Its net charge is -1. As for the multiplicity: 1. As for the total energy: -1338.98533 Ha. Its largest force on an atom is 0.19 eV/Å.